17
Properties=species:S:1:pos:R:3:forces:R:3 method="wB97M-V/def2-TZVPD" e_tot_ev=-18220.9459 total_charge=-1 de_lowest_ev=0.3675 e_homo_ha=-0.108 gap_ev=6.96
C -0.20081 -0.93844 -1.63416 -1.24 0.49 -0.44
C -0.48337 -1.42469 -0.23459 -0.16 -0.26 0.81
C -1.61260 -0.64224 0.48648 0.48 0.14 -0.02
S -1.49667 1.18433 0.42103 0.09 -0.04 -0.07
H -1.10135 -1.12011 -2.23996 0.11 -0.22 -0.06
H 0.64029 -1.35599 -2.18035 0.27 -0.05 0.29
H -0.20183 0.15825 -1.60087 0.51 -0.11 -0.04
H -0.80821 -2.48042 -0.21458 0.29 0.11 -0.17
H 0.39410 -1.35932 0.42208 0.10 -0.01 -0.30
H -1.54304 -0.92925 1.53914 -0.24 -0.15 -0.04
H -2.57371 -0.99695 0.09878 -0.05 0.17 0.00
H 1.78563 0.43511 0.78905 -0.86 -0.19 0.93
H 1.62441 1.02700 -0.58239 -0.93 0.08 -0.48
O 2.27003 0.79752 0.06911 1.85 0.11 -0.69
H 0.38627 2.29167 1.69553 -0.34 -0.37 0.30
H 1.65166 2.79026 1.15675 0.48 -0.09 0.05
O 1.26920 2.56327 2.00897 -0.34 0.38 -0.07



17
Properties=species:S:1:pos:R:3:forces:R:3 method="wB97M-V/def2-TZVPD" e_tot_ev=-25457.0717 e_homo_ha=-0.251 gap_ev=6.39
P 2.38593 1.31345 0.22214 -1.05 -0.53 -0.34
S 4.19317 0.82140 -0.68063 0.13 -0.06 -0.37
H 1.29396 0.87628 -0.60575 -0.54 -0.13 0.42
H 2.20251 2.67872 0.43390 0.18 0.00 0.15
H 2.25126 0.61457 1.41749 0.04 0.22 0.13
H 5.08481 1.68613 -0.17052 -0.29 0.13 0.32
C -0.79601 -1.33434 -0.84479 -0.09 -0.46 0.15
C -1.15674 -0.49538 0.39515 -0.37 0.26 -1.04
C -2.68001 -0.31107 0.42403 -0.21 -0.39 0.22
O -0.55862 0.74083 0.31337 1.65 0.26 0.19
H -1.10634 -0.82915 -1.76175 0.01 0.15 0.07
H 0.28422 -1.51071 -0.89397 0.01 0.05 0.02
H -1.28486 -2.31647 -0.82375 0.06 0.00 -0.02
H -0.90610 -1.13004 1.27453 0.25 0.32 0.12
H -3.02788 0.21666 -0.46583 0.14 0.07 -0.02
H -2.98358 0.25813 1.30376 0.07 0.07 -0.01
H -3.19572 -1.27902 0.46264 0.00 0.02 0.01



17
Properties=species:S:1:pos:R:3:forces:R:3 method="wB97M-V/def2-TZVPD" e_tot_ev=-22502.5245 de_lowest_ev=1.7217 smiles=C[Si](C)(C)PO e_homo_ha=-0.340 gap_ev=9.35
C 0.08774 0.22822 1.44007 1.80 2.82 -0.28
Si -0.20709 0.22982 -0.40311 2.63 -0.57 0.34
C 1.16013 -1.15104 -0.76762 -0.62 -0.59 1.88
C 0.45199 1.98441 -0.88346 0.89 -0.33 -1.62
P -2.26507 -0.63594 -0.80225 0.12 -1.64 2.27
O -2.25159 -1.66632 0.77715 -0.15 1.90 -2.24
H 1.14327 0.72833 1.50109 -1.41 -1.18 -0.09
H -0.47883 1.01417 1.93283 -0.55 -0.20 0.35
H 0.09998 -0.68811 1.96809 -0.16 -0.84 0.43
H 0.96266 -1.92062 0.09011 0.39 1.38 -1.28
H 1.24951 -1.79480 -1.62129 -0.39 0.07 -0.90
H 2.17331 -0.74340 -0.60679 -0.43 0.04 0.14
H 0.32157 2.62406 -0.05665 -1.16 0.98 1.09
H 1.59170 2.03183 -0.82681 -1.21 -0.74 -0.81
H 0.08238 2.50020 -1.82934 0.57 -0.75 1.24
H -1.46401 -1.64939 -1.35060 -0.30 -0.24 -0.58
H -2.65763 -1.09142 1.43856 -0.01 -0.13 0.05



23
Properties=species:S:1:pos:R:3:forces:R:3 method="wB97M-V/def2-TZVPD" e_tot_ev=-107703.9572 e_homo_ha=-0.285 gap_ev=6.87
O 0.20630 1.45126 1.88823 -0.03 -0.16 -0.10
P -0.11164 2.51401 0.66167 -0.05 -0.06 -0.09
O 1.06207 3.63292 0.84444 0.00 -0.17 -0.04
S 0.23181 1.62634 -1.05857 0.21 -0.44 -0.06
Al -2.30725 3.41970 1.15293 -0.08 0.13 0.14
Br -3.75951 1.80744 0.31206 0.00 -0.10 0.01
H -0.50551 1.51229 2.54028 0.04 0.13 0.05
H 0.79399 4.33146 1.45113 -0.04 0.06 0.08
H -2.23719 3.35051 2.75760 0.04 -0.06 -0.01
H -2.42852 4.85210 0.49280 0.02 0.00 -0.04
C 0.34317 -2.17162 -2.40789 -0.17 0.03 -0.06
C -0.20231 -2.86732 -1.21871 0.14 0.19 0.15
O -1.06537 -3.65993 -1.10530 0.04 -0.08 -0.01
N 0.45841 -2.43778 0.13797 -0.12 -0.17 0.12
C 1.75550 -1.69753 0.09504 -0.33 0.09 -0.15
H -0.22566 -2.49814 -3.27369 0.02 0.01 0.00
H 0.24716 -1.08717 -2.27864 -0.01 0.00 0.04
H 1.39923 -2.40489 -2.54393 0.01 0.00 0.02
H -0.24643 -1.84333 0.59165 0.07 0.18 -0.07
H 0.50869 -3.27973 0.71365 -0.05 -0.07 -0.10
H 2.05711 -1.47543 1.11391 -0.03 0.14 -0.03
H 1.50715 -0.79615 -0.45382 0.42 0.51 0.13
H 2.51878 -2.27902 -0.41284 -0.11 -0.15 0.01



19
Properties=species:S:1:pos:R:3:forces:R:3 method="wB97M-V/def2-TZVPD" e_tot_ev=-9004.0259 total_charge=+1 de_lowest_ev=0.1641 smiles=C[NH2+]CNB(C)O e_homo_ha=-0.530 gap_ev=11.29
C 2.80086 -0.43974 -0.16279 -0.17 -2.86 0.54
N 1.50855 -0.21505 0.49720 -0.95 0.81 -3.78
C 0.87597 1.03447 -0.11564 -4.62 -0.92 3.36
N -0.76092 0.96500 0.22660 5.23 -2.20 -0.22
B -1.52698 -0.22403 0.01866 -1.24 1.71 1.08
C -3.07638 0.02081 -0.03490 1.45 -2.47 0.42
O -0.82658 -1.36878 0.06922 1.02 -1.65 -0.17
H 2.74892 -0.61752 -1.19758 -1.17 0.15 -1.56
H 3.26951 0.47490 -0.07310 2.13 1.34 0.67
H 3.24363 -1.42907 0.11063 0.22 1.38 0.87
H 1.57566 0.01580 1.44168 0.48 0.05 2.10
H 0.80554 -0.93284 0.38172 -0.43 -1.06 -0.08
H 0.97877 1.27210 -1.14181 0.79 -0.43 -0.88
H 1.21343 1.73228 0.60455 0.38 1.61 -0.26
H -1.14215 1.70362 -0.24142 -1.22 2.76 -1.02
H -3.48203 -0.61240 -0.76707 -0.87 -1.57 -0.80
H -3.32221 0.90178 -0.44968 -0.45 3.69 -1.21
H -3.66148 -0.04397 0.85194 -0.14 -0.42 0.92
H -1.22212 -2.23738 -0.01822 -0.43 0.08 0.02



21
Properties=species:S:1:pos:R:3:forces:R:3 method="wB97M-V/def2-TZVPD" e_tot_ev=-15568.1778 total_charge=+1 e_homo_ha="-0.547 / -0.463" gap_ev="11.12 / 4.35" s_squared=0.76 multiplicity=2
Ba -1.02044 -0.02541 1.39825 -1.19 0.84 0.82
F -2.86837 1.80996 2.25476 1.16 -1.05 -0.26
F -0.73580 -0.28888 4.29184 -0.26 0.23 -0.88
C 2.47350 -1.28950 1.51698 0.04 -0.10 -0.53
O 1.14981 -1.37732 2.09860 0.57 0.06 -0.20
H 2.37029 -1.32450 0.43244 -0.11 -0.23 0.16
H 2.96340 -0.33950 1.73050 -0.04 -0.08 0.46
H 3.07051 -2.14044 1.84496 0.07 0.21 -0.01
H 1.27039 -1.77588 2.96359 -0.24 0.05 0.32
C 0.91783 -0.01653 -1.81325 0.83 -0.06 -0.13
O 0.39196 -0.90648 -0.83167 -1.14 0.47 0.86
H 1.97629 -0.27667 -1.80386 0.07 0.19 -1.24
H 0.34347 -0.06598 -2.73833 0.54 -0.40 -0.22
H 0.90551 1.04186 -1.55297 -0.46 -0.12 0.82
H 0.38832 -1.80159 -1.17859 0.10 -0.05 -0.17
C -2.12594 1.78814 -1.39794 -0.48 1.69 -0.77
O -2.51539 0.52112 -0.99786 0.52 -1.83 0.98
H -1.74712 2.34286 -0.53952 -0.19 0.00 0.18
H -1.36484 1.85169 -2.17562 0.10 -0.45 -0.10
H -3.01865 2.28956 -1.77177 0.19 0.50 0.06
H -2.82471 -0.01644 -1.73063 -0.09 0.13 -0.14



19
Properties=species:S:1:pos:R:3:forces:R:3 method="wB97M-V/def2-TZVPD" e_tot_ev=-10123.4860 total_charge=+2 de_lowest_ev=0.0000 e_homo_ha=-0.587 gap_ev=6.88
Ba 16.58692 -21.19925 5.16810 0.09 0.64 0.57
C 17.30590 -22.40506 10.15804 0.74 0.45 0.42
O 17.41224 -22.92602 8.84337 -1.02 -0.12 -1.49
H 16.33219 -22.69453 10.55325 0.29 0.14 0.54
H 18.17054 -22.83369 10.66476 -0.41 0.22 0.77
H 17.39444 -21.31896 10.13254 -0.03 -0.03 0.10
H 16.72885 -23.59809 8.89716 0.28 -0.51 -0.74
C 14.25838 -18.70743 8.92902 -0.16 -1.77 -0.21
O 15.41579 -18.56710 8.10155 0.24 0.27 -0.02
H 13.68990 -19.52942 8.49396 -0.58 0.45 -0.31
H 14.58520 -19.19224 9.84894 -0.21 0.75 0.57
H 13.68671 -17.78388 9.02042 0.06 -0.21 0.18
H 15.95222 -18.01517 8.67533 0.75 0.21 -0.49
C 17.82979 -16.78107 3.03513 -0.39 2.12 -1.73
O 16.96343 -17.34827 3.97294 -0.08 -1.04 1.43
H 18.27358 -17.52252 2.37075 -0.04 0.21 0.21
H 17.19993 -16.05933 2.51506 -0.22 -0.57 -1.37
H 18.50390 -15.98107 3.34118 1.00 -0.94 1.17
H 16.42652 -16.60512 4.25766 -0.30 -0.25 0.41



26
Properties=species:S:1:pos:R:3:forces:R:3 method="wB97M-V/def2-TZVPD" e_tot_ev=-133066.4033 total_charge=+1 de_lowest_ev=0.0000 e_homo_ha="-0.462 / -0.462" gap_ev="7.68 / 4.59" s_squared=0.76 multiplicity=2
Cu 0.68486 2.32874 1.88972 -0.43 -1.86 -0.32
Br 1.48559 0.45452 0.32923 -0.18 0.83 0.80
C -0.86242 -3.23347 -0.29283 -0.73 -0.06 -0.72
O -0.06085 -3.44163 0.59728 0.17 0.10 0.51
N -1.76749 -4.15963 -0.73488 0.14 0.24 0.07
N -0.95020 -2.00922 -0.91142 0.32 -0.22 0.39
H -1.73883 -5.08324 -0.34539 0.14 -0.05 -0.03
H -2.26072 -4.01641 -1.59698 -0.06 -0.10 0.04
H -0.32536 -1.33061 -0.52431 0.00 0.25 -0.30
H -1.55188 -1.77283 -1.67686 -0.07 -0.07 0.05
C 1.82591 3.64310 -2.65545 0.18 -0.74 -0.04
O 1.82225 4.17416 -1.55727 -0.14 0.29 0.05
N 1.96557 4.28366 -3.85180 -0.19 -0.40 0.40
N 1.69726 2.26799 -2.75545 0.07 0.83 -0.20
H 2.10697 3.70602 -4.66075 0.10 0.40 -0.19
H 2.23234 5.24984 -3.85332 0.04 0.04 -0.06
H 1.68051 1.77565 -3.62924 -0.07 -0.10 0.13
H 1.53022 1.81509 -1.88312 -0.08 -0.33 -0.04
C -0.83568 -0.15738 3.29932 0.21 -1.82 -0.17
O -0.58474 0.94772 2.76347 0.74 1.61 -0.33
N -0.48217 -1.32790 2.71039 -0.38 1.83 0.76
N -1.49226 -0.22620 4.46735 0.00 0.62 -0.27
H 0.21264 -1.23846 1.99114 -0.08 -0.80 -0.26
H -0.82169 -2.19383 3.08500 0.39 -0.34 -0.34
H -1.81220 0.63812 4.86887 -0.10 -0.09 0.09
H -1.69760 -1.09380 4.92730 0.01 -0.03 0.00



20
Properties=species:S:1:pos:R:3:forces:R:3 method="wB97M-V/def2-TZVPD" e_tot_ev=-37831.6087 total_charge=+2 de_lowest_ev=0.0000 e_homo_ha="-0.650 / -0.618" gap_ev="7.60 / 4.89" s_squared=6.01 multiplicity=5
V 1.87940 0.59547 2.47828 -1.28 -0.47 -1.78
F 0.97425 1.00978 0.72145 0.99 -0.20 1.45
C 1.57124 0.31932 -2.44822 0.51 0.44 -0.57
O 1.71497 1.55241 -1.84446 -0.71 -0.57 0.07
H 1.87712 -0.50916 -1.78913 -0.15 0.05 0.13
H 0.47507 0.13784 -2.61441 -0.33 0.05 0.20
H 2.09507 0.33355 -3.39868 0.00 -0.07 0.01
H 1.23225 1.51484 -0.97796 0.56 0.27 0.19
C -2.41666 0.95346 -0.54489 -0.67 -0.39 0.26
O -1.16017 1.05517 -1.18987 0.58 0.07 -0.64
H -2.71254 -0.09785 -0.42639 0.23 0.01 0.08
H -2.39991 1.43151 0.43581 -0.01 0.06 -0.04
H -3.20137 1.39088 -1.15700 0.29 0.27 -0.14
H -0.46203 1.00134 -0.52926 -0.35 -0.16 0.50
C -0.26510 -1.71699 2.17952 -1.16 0.23 -0.70
O 1.13933 -1.37710 2.36079 0.16 0.12 0.27
H -0.83076 -0.83490 1.87698 0.34 0.24 0.25
H -0.37906 -2.39774 1.33619 0.30 -0.21 0.19
H -0.71543 -2.12803 3.07909 0.32 -0.04 0.12
H 1.58434 -2.23379 2.45216 0.40 0.31 0.15



16
Properties=species:S:1:pos:R:3:forces:R:3 method="wB97M-V/def2-TZVPD" e_tot_ev=-4788.8538 total_charge=+1 de_lowest_ev=0.2818 e_homo_ha=-0.568 gap_ev=11.37
N 1.51964 -1.54551 0.87782 -0.63 -0.42 -0.06
H 0.58369 -1.91500 0.67232 0.06 0.04 -0.16
H 1.64341 -1.63937 1.88755 0.36 0.14 -0.03
H 2.20530 -2.08650 0.35027 0.18 0.01 0.14
H 1.51437 -0.56458 0.57149 0.11 0.09 0.05
C 0.49300 1.13984 -0.76024 -0.14 -0.46 -0.06
C -0.98421 1.11981 -0.36744 0.48 0.38 0.57
C -1.49875 -0.25599 0.01580 -0.68 0.50 -0.51
H 1.17594 1.03459 0.09719 -0.12 0.19 0.11
H 0.76813 2.07888 -1.22607 0.12 0.07 -0.11
H 0.69628 0.32222 -1.46281 0.11 0.18 -0.11
H -1.54790 1.56025 -1.18131 -0.25 -0.13 -0.15
H -1.12168 1.78360 0.49107 -0.05 0.07 -0.12
H -2.53406 -0.20399 0.33543 -0.14 0.10 0.25
H -1.54127 -0.92070 -0.84283 0.48 -0.36 -0.02
H -0.94335 -0.63939 0.86211 0.13 -0.37 0.22



16
Properties=species:S:1:pos:R:3:forces:R:3 method="wB97M-V/def2-TZVPD" e_tot_ev=-4787.9250 total_charge=+1 de_lowest_ev=1.2105 e_homo_ha=-0.541 gap_ev=10.08
N -2.74646 -0.32744 0.83489 -0.36 3.03 0.83
H -3.21723 0.41883 1.39243 -1.09 -1.66 0.83
H -2.15625 -0.90031 1.43598 0.28 0.05 -0.18
H -2.28623 0.49328 0.40036 1.26 -1.54 -1.36
H -3.38655 -0.84894 0.24092 0.00 0.11 -0.16
C 0.41450 -0.09755 -1.32719 0.76 0.81 0.19
C 0.99058 -0.19560 0.07874 -0.96 -0.46 0.35
C 2.32751 0.54070 0.18772 -0.74 -1.31 0.18
H 1.24624 -0.19054 -2.03554 -0.53 -0.17 -0.24
H -0.38767 -0.80984 -1.51936 0.07 0.01 -0.18
H 0.05220 0.93759 -1.35620 -0.18 -0.18 -0.76
H 0.17090 0.26820 0.68049 0.75 -0.36 0.52
H 1.10011 -1.26016 0.33718 -0.01 0.36 0.31
H 2.70974 0.56599 1.20263 -0.10 0.20 0.18
H 2.16399 1.54259 -0.19454 0.69 0.09 -0.28
H 3.00461 -0.13679 -0.35851 0.16 1.02 -0.24



16
Properties=species:S:1:pos:R:3:forces:R:3 method="wB97M-V/def2-TZVPD" e_tot_ev=-4774.2901 total_charge=+2 de_lowest_ev=0.0705 e_homo_ha="-0.763 / -0.773" gap_ev="13.11 / 7.35" s_squared=0.75 multiplicity=2
N 1.63714 0.74974 2.86190 -0.55 0.11 0.96
H 2.41997 0.67274 3.53196 0.65 0.20 -1.07
H 1.63891 1.48030 2.14931 0.80 0.50 0.46
H 0.89965 0.96980 3.54517 -0.63 -0.30 -0.55
H 1.48068 -0.11311 2.34371 -0.07 -0.43 0.58
C 0.31673 -0.84354 -0.75817 0.99 -0.75 -0.05
C -0.69891 0.17987 -1.11865 -0.30 -0.04 1.17
C -1.84896 -0.25935 -1.86859 0.05 -1.20 -1.19
H 0.80274 -1.37508 -1.58291 -0.44 -0.11 -0.45
H 1.20905 -0.54744 -0.20291 -0.34 0.71 0.13
H -0.18208 -1.64300 -0.18685 -0.11 0.08 -0.14
H -0.96207 0.82132 -0.24576 -0.07 0.31 -0.29
H -0.24780 1.06698 -1.71351 0.05 0.07 0.00
H -2.89000 -0.08187 -1.56105 0.20 0.63 0.19
H -1.69183 -1.28080 -2.26460 -0.10 0.06 0.10
H -1.88320 0.20343 -2.92904 -0.14 0.17 0.15